Density functional theory data (ωB97M-V/def2-TZVPD) for a molecular structure, C54H42N4OP2PdS in a non-equilibrium geometry.

Output
HOMO (alpha / beta)	-0.4649 / -0.4649	Ha
total energy	-3585.615059	hartree
net charge	+2
max |F|	0.0324	Eh/bohr

Last column: Mulliken charge in e.
Geometry (Å):
1 Pd 0.02693 -0.79445 -0.26472  -1.097
2 O 0.62563 1.47505 -1.51212  -0.817
3 S -0.02807 1.59445 -0.19722  2.582
4 C -1.38137 2.77855 -0.40902  -0.002
5 C -1.06407 4.11125 -0.55242  -0.459
6 C -2.03857 5.11505 -0.62392  -1.335
7 C -3.35507 4.73865 -0.56532  0.293
8 C -4.61507 5.54475 -0.58742  -0.872
9 C -5.75857 4.50485 -0.53262  -0.812
10 C -5.07187 3.17615 -0.47092  0.069
11 C -5.56347 1.89685 -0.41912  -1.223
12 C -4.65027 0.83895 -0.38972  -0.109
13 C -3.27297 1.00805 -0.36512  0.003
14 P -2.34937 -0.57245 -0.43722  2.600
15 C -3.09747 -1.70235 0.76998  0.671
16 C -2.80407 -3.05575 0.59938  -1.229
17 C -3.18667 -3.98175 1.54878  -0.929
18 C -3.83117 -3.56105 2.70298  -0.677
19 C -4.09777 -2.21485 2.89468  -0.903
20 C -3.73267 -1.28505 1.93528  -0.683
21 C -2.76107 -1.17105 -2.10842  0.819
22 C -3.71947 -2.12475 -2.43252  -0.241
23 C -3.87677 -2.50805 -3.75532  -0.804
24 C -3.09887 -1.93885 -4.75082  -0.731
25 C -2.16127 -0.96805 -4.43182  -0.709
26 C -1.98387 -0.59265 -3.11472  -0.636
27 C -2.72557 2.32425 -0.40732  -1.376
28 C -3.67717 3.36885 -0.47982  1.407
29 C 1.15293 2.42515 0.87198  -0.221
30 C 0.67883 3.32745 1.80258  0.015
31 C 1.52433 4.11935 2.58898  -1.254
32 C 2.87953 3.99015 2.41138  0.101
33 C 4.03923 4.69045 3.04368  -0.824
34 C 5.29503 4.03615 2.41908  -0.801
35 C 4.76863 2.94525 1.53818  0.158
36 C 5.39753 1.96075 0.81678  -1.310
37 C 4.60483 1.02485 0.14228  0.245
38 C 3.21713 1.07875 0.11158  -0.406
39 P 2.37273 -0.38945 -0.54292  2.487
40 C 2.55813 -0.49465 -2.34182  0.371
41 C 1.56363 -1.22325 -2.99782  0.088
42 C 1.61493 -1.38115 -4.36922  -0.909
43 C 2.65373 -0.80585 -5.08702  -0.836
44 C 3.62953 -0.06605 -4.43812  -0.814
45 C 3.58523 0.09875 -3.06362  -0.811
46 C 3.34213 -1.77075 0.12888  0.605
47 C 3.58123 -2.91295 -0.62942  -0.685
48 C 4.20313 -4.00555 -0.05182  -0.694
49 C 4.58123 -3.96895 1.28128  -0.738
50 C 4.34543 -2.83055 2.03898  -0.734
51 C 3.71353 -1.74075 1.47208  -0.300
52 C 2.53963 2.13075 0.78358  -2.369
53 C 3.36133 3.00025 1.53198  1.371
54 H -0.02347 4.39275 -0.59602  0.809
55 H -1.73687 6.14715 -0.70572  0.490
56 H -4.66737 6.15695 -1.48962  0.330
57 H -4.65227 6.22665 0.26498  0.330
58 H -6.40727 4.57125 -1.40822  0.326
59 H -6.39777 4.65085 0.34078  0.323
60 H -6.62127 1.68805 -0.41692  0.506
61 H -5.03677 -0.17215 -0.38842  0.620
62 H -2.27977 -3.37015 -0.29262  0.736
63 H -2.97447 -5.02955 1.39418  0.490
64 H -4.12947 -4.28065 3.45008  0.471
65 H -4.58477 -1.88805 3.80178  0.470
66 H -3.94537 -0.23755 2.08998  0.460
67 H -4.33037 -2.57515 -1.66252  0.437
68 H -4.60867 -3.26025 -4.00772  0.466
69 H -3.22197 -2.25505 -5.77462  0.435
70 H -1.56377 -0.51095 -5.20492  0.581
71 H -1.24227 0.15955 -2.85222  0.328
72 H -0.38897 3.45405 1.90038  0.784
73 H 1.09603 4.81425 3.29358  0.497
74 H 4.01773 4.56235 4.12828  0.313
75 H 4.00253 5.76265 2.84568  0.336
76 H 5.97103 3.64125 3.17838  0.326
77 H 5.87073 4.75565 1.83108  0.316
78 H 6.47283 1.86825 0.78848  0.511
79 H 5.09653 0.19575 -0.35022  0.730
80 H 0.74283 -1.66115 -2.40622  0.339
81 H 0.84673 -1.94525 -4.87672  0.600
82 H 2.70063 -0.93545 -6.15632  0.424
83 H 4.42773 0.38905 -5.00422  0.460
84 H 4.33833 0.68995 -2.56352  0.427
85 H 3.28873 -2.93695 -1.67002  0.477
86 H 4.39073 -4.88765 -0.64452  0.498
87 H 5.07593 -4.81895 1.72538  0.445
88 H 4.65173 -2.79425 3.07368  0.485
89 H 3.51693 -0.85315 2.06048  0.390
90 N 0.17553 -2.58575 3.65498  0.215
91 C 0.11703 -1.35065 4.22768  -1.438
92 C 0.14303 -0.44895 3.20018  -0.656
93 N 0.22073 -1.11625 2.02378  1.986
94 C 0.23153 -2.41075 2.31208  -1.235
95 C 0.29943 -3.41895 1.29438  -0.570
96 N 0.30713 -3.13065 -0.00212  1.628
97 C 0.38953 -4.31365 -0.65752  -0.678
98 C 0.43713 -5.33775 0.24728  -1.342
99 N 0.37353 -4.76075 1.47678  0.205
100 H 0.14693 -3.45795 4.15928  0.180
101 H 0.07063 -1.20955 5.28678  0.514
102 H 0.10543 0.62135 3.23738  0.465
103 H 0.41413 -4.37475 -1.72622  0.513
104 H 0.52713 -6.39545 0.11668  0.544
105 H 0.39253 -5.26655 2.34728  0.171